Entry from the Open Molecules 2025 dataset: a single C6H7NO molecule at a distorted geometry (the ωB97M-V functional and the def2-TZVPD basis).

Values from the calculation:
- SMILES: CNC1=CC(=O)C=C1
- Electronic energy: -362.685966 Ha
- LUMO: -0.56 eV
- Charge: 0
- ΔE to the lowest compared entry with this formula, charge and spin: 3.470 eV
- Spin multiplicity: 1
- Molecular weight: 109.13 g mol⁻¹

The geometry in XYZ format:
```
15
Properties=species:S:1:pos:R:3:forces:R:3:lowdin_charge:R:1
C -2.226594 0.041663 0.001166 -2.74 3.47 2.55 -0.16
N -1.247116 -0.930030 -0.343851 -0.83 -1.95 -0.12 -0.02
C -0.001856 -0.451854 -0.211561 6.51 -1.77 2.01 -0.29
C 1.239010 -1.138708 0.136690 -5.12 -1.82 -0.32 0.00
C 2.405797 -0.228725 -0.055946 -0.26 -1.64 1.64 -0.40
O 3.552160 -0.620624 -0.215481 -1.13 1.46 0.11 0.07
C 1.767637 1.180389 0.044500 -0.83 -1.91 -0.84 0.01
C 0.446889 0.979072 -0.147510 -1.63 3.08 -2.24 -0.05
H -1.957804 0.567657 0.946750 0.00 -1.04 0.41 0.08
H -2.292357 1.055206 -0.474109 0.48 -1.44 -1.46 0.08
H -3.328283 -0.144678 0.191461 1.48 -1.07 -0.71 0.10
H -1.427637 -1.986607 -0.122507 0.57 3.00 -0.53 0.20
H 1.036107 -2.212199 0.636743 1.53 2.33 -1.67 0.14
H 2.325712 2.070647 0.154909 0.24 0.84 -0.30 0.09
H -0.291670 1.818787 -0.541249 1.72 -1.54 1.47 0.14
```
Forces are in eV/Å.